{"formula": "C6H8NS", "method": "wB97M-V/def2-TZVPD", "spin_multiplicity": 1, "orbital_gap_ev": [5.682, 5.682], "charge": -1, "homo_energy_ha": [-0.065, -0.065], "total_energy_ha": -686.2472, "lumo_energy_ev": [3.9, 3.9], "symbols": ["C", "C", "C", "C", "C", "C", "N", "S", "H", "H", "H", "H", "H", "H", "H", "H"], "coordinates": [[-0.08347, 0.99362, -1.47116], [0.42256, 0.47291, -0.24545], [-0.46410, -0.32504, 0.46710], [-1.79862, -0.68957, -1.15502], [1.64515, 0.91324, 0.51151], [-0.17994, -1.18553, 1.62281], [-1.18117, 0.23985, -1.89983], [-3.35154, -1.08620, -0.94046], [0.59824, 1.25947, -2.24449], [2.03521, 0.17462, 1.15164], [2.42852, 1.20145, -0.20413], [1.39001, 1.82596, 1.09578], [-0.76498, -2.12164, 1.75363], [0.87593, -1.55068, 1.64368], [-0.29591, -0.66621, 2.75652], [-1.27589, 0.54374, -2.84211]], "forces_ev_per_a": [[0.98, -1.41, 1.56], [-1.81, -0.45, 1.86], [-1.50, -0.46, -4.11], [3.90, 2.59, 3.29], [-0.21, 2.16, -1.64], [0.42, -0.12, 3.23], [0.85, 0.30, 0.37], [-1.68, -0.97, -0.52], [0.43, 0.38, -0.67], [0.34, -0.97, 0.83], [0.08, 0.06, 0.22], [0.31, -0.56, -0.17], [-0.10, 0.74, -0.54], [-0.38, 0.23, -0.04], [0.12, -0.88, -2.80], [-1.75, -0.63, -0.88]]}